Molecular formula: C9H7N3O
Method: DFT, ωB97M-V/def2-TZVPD

Properties
energy above the lowest of the compared OMol25 structures with the same formula, charge and spin: 347.1 kJ/mol
frontier orbital gap: 8.30 eV

Geometry as ORCA input:
```
! wB97M-V def2-TZVPD RIJCOSX def2/J DEFGRID3
* xyz 0 1
C 2.707 0.038 0.842
C 1.982 -1.112 0.359
C 2.130 1.294 0.694
C 0.603 -0.984 0.237
C 0.048 0.165 0.694
C 0.750 1.404 0.456
C -2.657 -0.158 0.499
C -0.505 -1.061 -0.776
C -1.189 0.178 -0.138
N -0.080 2.136 -0.301
N -1.080 1.510 -0.719
N -3.392 0.921 0.511
O -2.926 -1.260 0.958
H 3.854 -0.171 0.863
H 2.615 -1.924 0.150
H 2.585 2.161 0.417
H -0.112 -0.760 -1.675
H -1.182 -1.882 -0.873
H -2.943 1.706 0.038
H -4.294 1.086 0.855
*
```

Need the natural (NBO) charges? In units of e they are: -0.186, -0.211, -0.225, -0.020, 0.056, 0.068, 0.702, -0.358, -0.098, -0.131, -0.159, -0.796, -0.605, 0.229, 0.219, 0.221, 0.225, 0.246, 0.414, 0.409